(1)
16
Properties=species:S:1:pos:R:3 method="wB97M-V/def2-TZVPD" total_charge=+1 relative_energy_ev=6.2177 mol_weight_g_mol=101.13 e_tot_ev=-9205.4038 multiplicity=1 orbital_gap_ev="8.2631 / 8.2625" lumo_energy_ev="-3.73 / -3.73"
C 2.182 -0.019 -0.035
C 0.145 1.285 -0.038
C -2.088 -0.209 -0.471
N 3.148 -0.519 -0.537
N 1.362 0.822 0.516
N -0.204 -1.337 0.586
N -0.968 -0.350 0.519
H -0.220 2.187 0.473
H 0.042 1.273 -1.202
H -2.329 0.854 -0.357
H -1.896 -0.706 -1.390
H -2.850 -0.759 -0.027
H 3.538 -1.411 -0.799
H 1.475 0.850 1.547
H -0.060 -1.812 -0.279
H -1.277 -0.149 1.496



(2)
16
Properties=species:S:1:pos:R:3 method="wB97M-V/def2-TZVPD" total_charge=+1 relative_energy_ev=1.5936 mol_weight_g_mol=101.13 e_tot_ev=-9210.0278 multiplicity=1 orbital_gap_ev=10.2694 lumo_energy_ev=-3.66
N -1.397 0.670 -1.297
C -0.779 0.443 -0.068
N 0.214 1.504 0.426
C 1.402 0.909 0.707
N 1.443 -0.361 0.456
C 0.220 -0.779 -0.099
N -0.415 -1.940 0.807
H -0.734 0.654 -2.137
H -2.095 1.381 -1.423
H -1.487 0.376 0.746
H 0.359 2.516 0.377
H 2.184 1.423 1.179
H 2.405 -0.719 0.324
H 0.266 -1.230 -1.208
H -1.446 -2.035 0.685
H -0.138 -2.811 0.525



(3)
16
Properties=species:S:1:pos:R:3 method="wB97M-V/def2-TZVPD" total_charge=+1 relative_energy_ev=3.9811 mol_weight_g_mol=101.13 e_tot_ev=-9207.6404 multiplicity=1 orbital_gap_ev=9.1711 lumo_energy_ev=-4.30
N 0.320 1.282 1.206
C 0.663 0.902 -0.109
C -0.460 0.309 -0.888
C -1.598 -0.336 -0.278
N -1.694 -0.299 1.044
N 0.672 -0.469 -0.212
N 1.509 -1.263 -1.034
H -0.060 2.248 1.199
H 1.066 1.349 1.844
H 1.356 1.582 -0.717
H -0.465 0.342 -2.034
H -2.178 -0.831 -1.058
H -2.256 -0.960 1.572
H -0.919 0.372 1.436
H 1.555 -2.138 -0.598
H 2.464 -1.096 -1.142



(4)
18
Properties=species:S:1:pos:R:3 method="wB97M-V/def2-TZVPD" total_charge=-1 relative_energy_ev=0.9957 mol_weight_g_mol=133.13 e_tot_ev=-13308.3089 multiplicity=1 orbital_gap_ev=8.2733 lumo_energy_ev=3.89
C 0.534 -1.114 -0.459
C 1.067 1.133 0.045
C -1.309 0.487 -0.339
N -1.433 1.809 -0.194
N -2.141 -0.342 -0.760
N 0.089 0.123 -0.097
N -2.607 2.250 -0.283
O -2.706 3.471 -0.521
O -3.656 1.559 -0.187
H 1.073 -1.272 -1.399
H 1.249 -1.525 0.363
H -0.305 -1.750 -0.162
H 0.666 2.149 -0.346
H 1.593 1.178 0.963
H 1.770 0.874 -0.769
H -1.567 -1.696 1.203
H -3.039 0.003 -1.083
H -1.255 -1.653 1.970



(5)
17
Properties=species:S:1:pos:R:3 method="wB97M-V/def2-TZVPD" total_charge=+1 relative_energy_ev=4.9558 mol_weight_g_mol=133.20 e_tot_ev=-20041.4138 multiplicity=1 orbital_gap_ev="8.8011 / 8.8004" lumo_energy_ev="-5.21 / -5.21"
C -0.579 1.504 -1.321
C -0.353 -0.769 0.156
C 1.563 0.867 0.603
N -1.502 1.105 -0.490
N -1.627 -0.037 -0.019
N -0.190 -1.288 1.373
N 0.787 0.030 -0.408
S -1.070 -1.820 -1.260
H -0.622 0.826 -2.230
H -0.263 2.515 -1.152
H 0.969 1.748 1.008
H 1.592 0.279 1.609
H 2.480 1.197 0.138
H -0.924 -1.346 2.039
H 0.516 -1.993 1.630
H 1.353 -0.572 -0.898
H -2.130 -2.246 -0.779



(6)
17
Properties=species:S:1:pos:R:3 method="wB97M-V/def2-TZVPD" total_charge=0 relative_energy_ev=4.7763 mol_weight_g_mol=115.14 e_tot_ev=-10703.2719 multiplicity=1 orbital_gap_ev=9.2901 lumo_energy_ev=0.59
H 3.565 -0.348 0.274
N 2.693 -0.932 0.246
C 1.588 -0.226 -0.095
N 1.323 1.111 -0.102
N 0.490 -1.100 -0.419
C -0.712 -0.976 0.021
C -1.282 0.147 0.684
N -1.160 1.362 -0.380
N -1.431 -1.921 -0.330
H -2.212 -1.750 0.299
H 2.403 1.498 -0.618
H 0.426 1.361 -0.339
H 0.511 -2.139 -0.392
H -2.210 -0.050 0.765
H -0.761 0.667 1.596
H -1.384 1.291 -1.365
H -1.848 2.006 0.156



(7)
17
Properties=species:S:1:pos:R:3 method="wB97M-V/def2-TZVPD" total_charge=0 relative_energy_ev=3.7266 mol_weight_g_mol=115.14 e_tot_ev=-10704.3216 multiplicity=1 orbital_gap_ev=9.5138 lumo_energy_ev=0.54
H -1.862 0.041 -1.305
N -2.015 0.977 -0.822
C -1.166 1.277 0.067
N -0.073 0.619 0.527
C 0.403 -0.476 -0.050
N 1.598 -0.845 -0.287
C 2.598 0.246 -0.144
N -0.593 -1.363 -0.418
N -1.851 -1.481 0.374
H -1.506 2.185 0.433
H 0.471 1.218 1.262
H 3.461 0.047 -0.796
H 2.164 1.251 -0.596
H 3.006 0.468 0.887
H -0.219 -2.289 -0.573
H -2.532 -0.652 -0.018
H -1.884 -1.223 1.461



(8)
19
Properties=species:S:1:pos:R:3 method="wB97M-V/def2-TZVPD" total_charge=0 relative_energy_ev=5.7484 mol_weight_g_mol=147.14 e_tot_ev=-14795.2079 multiplicity=1 orbital_gap_ev=9.8354 lumo_energy_ev=0.72
H 1.946 1.509 -0.820
N 1.980 0.779 -0.194
N 3.083 0.191 -0.001
O 4.176 0.562 -0.359
O 3.070 -0.915 0.759
H 2.055 -1.007 0.952
C 0.235 -0.172 1.117
N 0.594 -1.325 0.675
N -0.126 -1.923 -0.374
N -1.251 -1.227 -0.964
C -1.100 0.174 -0.935
C -0.873 0.622 0.592
H 0.847 0.254 1.875
H 0.557 -2.122 -1.254
H -1.903 -1.537 -0.269
H -2.024 0.679 -1.395
H -0.099 0.565 -1.478
H -0.623 1.715 0.653
H -1.807 0.658 1.234



(9)
20
Properties=species:S:1:pos:R:3 method="wB97M-V/def2-TZVPD" total_charge=0 relative_energy_ev=3.6206 mol_weight_g_mol=159.15 e_tot_ev=-15730.6273 multiplicity=1 orbital_gap_ev=8.7347 lumo_energy_ev=0.99
N 1.032 -2.140 1.364
N 1.116 -1.330 0.225
C 2.280 -1.054 -0.177
N 2.554 -0.241 -1.269
N 1.428 0.213 -1.977
H 1.745 -1.882 2.062
H 0.116 -1.982 1.778
H 3.181 -1.425 0.303
H 3.281 -0.632 -1.854
H 1.708 0.968 -2.576
H 1.016 -0.525 -2.522
N -3.075 0.777 1.697
C -2.062 0.789 0.745
C -2.079 0.680 -0.607
O -0.815 0.816 -1.034
N -0.021 1.030 0.075
N -0.757 0.999 1.101
H -2.683 0.713 2.631
H -3.779 0.080 1.527
H -2.843 0.526 -1.352



(10)
14
Properties=species:S:1:pos:R:3 method="wB97M-V/def2-TZVPD" total_charge=-1 relative_energy_ev=3.2400 mol_weight_g_mol=75.11 e_tot_ev=-6789.7067 multiplicity=2 s2=0.753 orbital_gap_ev="5.8349 / 3.9003" lumo_energy_ev="3.63 / 1.75"
C -0.723 0.693 0.190
C 0.509 0.210 -0.187
C 0.909 -1.168 0.162
O -0.674 -2.463 1.740
N -0.076 2.881 -1.864
H -1.007 1.551 -0.478
H -1.530 0.029 0.629
H 1.305 0.712 -0.679
H 1.150 -1.763 -0.683
H 0.064 -1.728 0.840
H 1.827 -1.046 0.787
H -0.550 -3.377 1.690
H -0.093 3.744 -1.428
H 0.590 3.008 -2.534



(11)
14
Properties=species:S:1:pos:R:3 method="wB97M-V/def2-TZVPD" total_charge=-1 relative_energy_ev=0.4327 mol_weight_g_mol=75.11 e_tot_ev=-6792.5140 multiplicity=2 s2=0.750 orbital_gap_ev="1.9601 / 8.5744" lumo_energy_ev="3.40 / 3.62"
C 2.023 1.709 -0.381
C 1.742 0.352 0.179
C 0.890 -0.478 -0.439
N 2.533 -0.071 1.219
H 2.920 1.782 -0.987
H 2.230 2.376 0.448
H 1.136 2.107 -0.871
H 0.793 -1.491 -0.063
H 0.365 -0.210 -1.306
H 2.486 -1.007 1.583
H 2.945 0.613 1.807
H -6.704 -2.694 -0.454
H -6.329 -1.193 -0.241
O -7.031 -1.795 -0.496



(12)
14
Properties=species:S:1:pos:R:3 method="wB97M-V/def2-TZVPD" total_charge=0 relative_energy_ev=1.4001 mol_weight_g_mol=75.11 e_tot_ev=-6793.6556 multiplicity=1 orbital_gap_ev=9.5926 lumo_energy_ev=0.93
C -2.125 -0.048 -0.623
C -2.022 0.006 0.701
O -0.895 -0.191 1.419
H -3.087 0.139 -1.077
H -1.270 -0.281 -1.243
H -2.894 0.215 1.322
H -0.123 0.214 0.942
C 1.942 -0.572 -0.210
N 1.292 0.733 0.003
H 1.179 -1.310 -0.438
H 2.427 -0.867 0.717
H 2.705 -0.550 -0.987
H 1.958 1.414 0.337
H 0.913 1.098 -0.863



(13)
14
Properties=species:S:1:pos:R:3 method="wB97M-V/def2-TZVPD" total_charge=0 relative_energy_ev=1.2124 mol_weight_g_mol=75.11 e_tot_ev=-6793.8434 multiplicity=1 orbital_gap_ev=10.3598 lumo_energy_ev=1.01
C 1.357 -0.261 0.703
C 0.891 0.355 -0.614
N -0.495 0.190 -1.063
C -1.499 0.415 -0.045
O -1.743 -0.679 0.838
H 2.363 -0.689 0.598
H 0.737 -1.053 1.120
H 1.457 0.519 1.458
H 1.069 1.428 -0.559
H 1.534 0.076 -1.452
H -0.619 -0.752 -1.425
H -2.438 0.659 -0.548
H -1.203 1.271 0.566
H -1.410 -1.478 0.422



(14)
14
Properties=species:S:1:pos:R:3 method="wB97M-V/def2-TZVPD" total_charge=0 relative_energy_ev=0.9378 mol_weight_g_mol=75.11 e_tot_ev=-6794.1179 multiplicity=1 orbital_gap_ev=10.1541 lumo_energy_ev=0.97
C -1.293 -0.061 0.661
C 0.025 -0.520 0.025
N 0.898 -0.991 1.083
C 0.646 0.721 -0.776
O -0.217 1.132 -1.795
H -1.104 0.657 1.460
H -1.760 -0.941 1.157
H -1.985 0.435 -0.028
H -0.085 -1.371 -0.657
H 1.144 -0.257 1.741
H 1.807 -1.242 0.646
H 1.624 0.498 -1.123
H 0.653 1.549 -0.021
H -0.352 0.390 -2.373



(15)
14
Properties=species:S:1:pos:R:3 method="wB97M-V/def2-TZVPD" total_charge=0 relative_energy_ev=2.4712 mol_weight_g_mol=75.11 e_tot_ev=-6792.5845 multiplicity=1 orbital_gap_ev=10.1071 lumo_energy_ev=0.47
C -0.550 3.378 0.476
O -1.485 3.828 1.151
H 0.110 2.540 0.810
H -0.517 3.551 -0.638
C 1.032 -1.471 -1.041
C 0.308 -0.772 0.177
N -0.961 -1.545 0.328
H 2.099 -1.749 -0.901
H 0.589 -2.453 -1.136
H 0.885 -1.126 -2.078
H 0.880 -0.727 1.165
H 0.002 0.215 -0.185
H -1.665 -1.232 1.062
H -0.728 -2.438 0.811



(16)
14
Properties=species:S:1:pos:R:3 method="wB97M-V/def2-TZVPD" total_charge=0 relative_energy_ev=4.8304 mol_weight_g_mol=75.11 e_tot_ev=-6790.2253 multiplicity=1 orbital_gap_ev=9.3631 lumo_energy_ev=1.12
C -2.299 -0.130 -0.302
C 2.248 -0.573 0.031
C -1.083 0.334 0.392
N 1.315 0.600 0.220
O 0.304 0.762 -0.638
H -2.606 0.725 -1.025
H -1.979 -1.111 -0.818
H -3.113 -0.473 0.344
H 2.275 -0.845 -1.100
H 3.319 -0.345 0.105
H 1.934 -1.485 0.654
H -0.646 -0.299 1.006
H -1.372 1.316 0.971
H 1.704 1.524 0.158